Record 1
Computed, not measured: a structure of composition C42H51AsClCsF5IN3O2PS, with ωB97M-V with the def2-TZVPD basis set.

As for the total energy: -168672.1147 eV. The HOMO-LUMO gap comes out at 5.89 eV. As for the HOMO energy: -0.087 hartree. For the molar mass, the calculation gives 1158.10 g mol⁻¹.

The geometry in ORCA input format:
```
! RIJCOSX wB97M-V def2-TZVPD def2/J DEFGRID3
* xyz -2 1
Cs -0.75 -0.18 0.15
I -1.52 -2.12 5.13
As -2.52 -4.83 -0.79
Cl -6.88 -0.22 4.75
S -1.36 -6.14 0.34
P -0.14 3.05 -1.71
F 1.46 -0.78 -3.57
F -1.02 1.13 -7.07
F 1.37 0.47 -5.96
F -3.29 -0.76 -3.41
F -3.34 0.53 -5.79
O -0.92 1.85 -1.32
O -1.81 -1.47 2.02
N -3.75 -0.22 0.62
N 2.90 0.02 0.52
N 1.20 1.82 2.21
C -0.91 -0.84 -3.38
C 3.64 -2.24 0.01
C -3.36 -3.43 0.24
C 1.80 2.53 4.29
C 2.85 1.77 3.79
C 4.87 -0.34 -0.86
C -6.00 0.55 0.42
C 0.30 3.06 -3.46
C 4.24 1.45 -2.46
C 5.61 -2.59 -1.34
C 2.41 -2.80 0.70
C 0.81 2.52 3.27
C 3.81 -0.85 -0.09
C 0.22 0.14 -5.31
C 3.22 0.49 1.67
C -0.67 4.21 4.39
C 0.22 -0.50 -4.09
C 6.38 1.70 -1.16
C -1.55 1.96 3.78
C -5.23 -0.26 2.55
C 5.76 -1.22 -1.47
C -1.59 -3.90 -2.21
C 4.54 -3.09 -0.62
C -4.71 0.32 -0.09
C 4.96 1.15 -1.14
C 1.35 -3.10 -0.37
C -0.99 0.49 -5.88
C -3.98 -0.53 1.91
C 2.68 -4.04 1.56
C -2.87 -1.16 2.63
C -5.36 -0.54 3.92
C -4.31 -1.05 4.64
C -0.59 3.08 3.36
C -6.25 0.28 1.73
C 1.40 3.24 -0.81
C -1.08 4.59 -1.48
C -3.10 -1.34 4.01
C -2.07 -0.47 -4.00
C -2.16 0.19 -5.22
C -3.98 -5.77 -1.66
C -1.02 3.62 1.99
C 2.45 1.34 2.51
H -0.60 2.92 -4.06
H 1.74 3.01 5.26
H 4.16 2.53 -2.64
H 0.41 -3.42 0.09
H -1.41 -2.88 -1.88
H 0.06 4.99 4.16
H -6.77 0.96 -0.22
H -1.95 4.56 -2.13
H -3.98 -2.81 -0.41
H 4.42 1.67 -0.34
H 1.82 4.24 -0.91
H 3.23 1.02 -2.46
H -4.55 -5.08 -2.29
H -4.47 0.56 -1.12
H -2.57 -2.81 0.68
H -4.63 -6.20 -0.90
H -2.05 4.01 2.04
H -0.47 3.84 5.40
H 4.41 -4.16 -0.54
H -0.67 -4.42 -2.46
H 2.11 2.51 -1.21
H -2.59 2.31 3.84
H 3.51 -3.86 2.25
H -1.26 1.55 4.75
H 2.01 -2.02 1.35
H 1.17 -2.22 -0.98
H -1.67 4.65 4.39
H -4.42 -1.24 5.70
H -3.56 -6.57 -2.26
H 6.37 2.79 -1.26
H -1.52 1.14 3.06
H -3.96 -3.88 1.03
H 0.97 2.22 -3.65
H 2.93 -4.91 0.95
H -1.41 4.65 -0.44
H 6.58 -0.83 -2.07
H -7.23 0.46 2.17
H 0.80 3.99 -3.74
H -0.99 2.83 1.24
H 4.78 1.00 -3.30
H 6.95 1.30 -2.01
H -0.36 4.43 1.68
H 4.19 0.20 2.11
H 6.31 -3.26 -1.83
H -2.24 -3.82 -3.09
H 1.79 -4.29 2.14
H 1.69 -3.90 -1.03
H 3.79 1.54 4.28
H 6.92 1.45 -0.24
H -0.47 5.47 -1.72
H 1.24 2.99 0.24
*
```

***

Record 2
Computed, not measured: a structure of composition C42H51AsORhS2SeSi, with ωB97M-V with the def2-TZVPD basis set.

As for the total energy: -205171.6886 eV. The HOMO-LUMO gap (spin up / spin down) comes out at 5.83 / 6.16 eV. As for the HOMO energy (spin up / spin down): -0.126 / -0.163 hartree. For the molar mass, the calculation gives 920.88 g mol⁻¹.

The geometry in ORCA input format:
```
! RIJCOSX wB97M-V def2-TZVPD def2/J DEFGRID3
* xyz -1 5
Rh 0.31 -0.55 1.12
Se -0.46 -2.04 -0.72
As 1.64 1.93 -1.64
S 2.64 0.13 0.88
S 1.40 -2.06 2.73
Si -1.61 0.83 1.89
O 0.42 1.24 -0.75
C 4.13 5.47 0.20
C 2.80 -2.45 1.74
C -1.96 3.23 3.44
C 3.52 -1.62 -2.61
C -2.15 -4.10 0.48
C 2.59 -0.67 -2.20
C 5.09 -3.03 0.22
C -3.22 -4.99 0.45
C 3.38 -3.73 1.77
C -4.11 -5.03 -0.61
C 4.51 -4.02 1.01
C 3.33 5.69 -0.91
C 3.46 3.15 0.22
C -1.04 3.95 -4.12
C 4.76 -1.22 -3.09
C 0.77 2.64 -3.21
C 4.20 4.19 0.75
C 3.38 -1.46 0.92
C -2.77 -2.25 -2.81
C 0.89 1.98 -4.43
C -0.91 3.29 -5.33
C 0.15 3.00 2.14
C 2.58 4.65 -1.46
C -1.97 -3.21 -0.58
C -2.44 1.72 0.46
C -4.40 0.59 2.59
C -3.05 -0.14 2.71
C 0.05 2.31 -5.49
C -3.93 -4.12 -1.64
C -2.80 -0.46 4.18
C -0.15 1.69 4.21
C 4.17 1.09 -2.74
C 2.92 0.68 -2.27
C 5.09 0.13 -3.15
C -2.88 -3.21 -1.65
C -0.88 2.24 2.98
C 2.64 3.39 -0.88
C 4.53 -1.76 0.18
C -3.16 -1.47 1.95
C -5.23 -6.04 -0.64
C -0.22 3.61 -3.05
C -1.19 -4.12 1.65
H 5.97 -3.25 -0.37
H -4.63 -4.11 -2.47
H -2.87 0.43 4.81
H 1.63 1.20 -4.55
H -1.70 2.24 -0.14
H -1.57 3.54 -6.16
H -2.73 -1.22 -2.47
H 0.99 2.37 1.84
H -0.37 4.09 -2.09
H 1.97 4.84 -2.33
H 4.93 -5.02 1.03
H -4.06 -2.02 2.27
H -5.96 -5.80 -1.43
H -0.24 -4.58 1.37
H -3.34 -5.68 1.28
H -2.29 -2.11 2.13
H -5.77 -6.08 0.31
H 4.97 -0.99 -0.44
H 0.60 0.94 3.93
H -2.73 2.75 4.05
H -1.62 -4.68 2.48
H -3.20 2.43 0.82
H 3.27 6.68 -1.36
H -2.93 1.00 -0.20
H -1.80 4.71 -3.99
H 2.93 -4.49 2.39
H -4.72 0.68 1.55
H 4.70 6.28 0.63
H -2.46 3.70 2.59
H 0.56 3.84 2.73
H 1.63 -0.97 -1.80
H -0.94 -3.12 1.99
H 6.06 0.44 -3.51
H -3.23 -1.33 0.86
H -3.57 -1.17 4.54
H -0.82 1.23 4.93
H -1.50 4.02 4.05
H -4.38 1.59 3.01
H 4.42 2.14 -2.78
H -1.86 -2.42 -3.38
H -1.82 -0.92 4.35
H 5.48 -1.96 -3.39
H 3.51 2.16 0.66
H 4.83 4.01 1.62
H 3.27 -2.67 -2.53
H 0.38 2.51 4.72
H -0.29 3.41 1.22
H -4.85 -7.04 -0.84
H 0.15 1.78 -6.43
H -3.63 -2.38 -3.48
H -5.16 0.01 3.12
*
```

***

Record 3
Computed, not measured: a structure of composition C42H51BBrN4O2Sn, with ωB97M-V with the def2-TZVPD basis set.

As for the total energy: -130975.7747 eV. The HOMO-LUMO gap (spin up / spin down) comes out at 4.90 / 4.90 eV. As for the HOMO energy (spin up / spin down): -0.348 / -0.348 hartree. For the molar mass, the calculation gives 853.32 g mol⁻¹.

The geometry in ORCA input format:
```
! RIJCOSX wB97M-V def2-TZVPD def2/J DEFGRID3
* xyz 1 1
Sn 0.00 0.00 0.00
Br 0.81 2.27 0.49
O -1.55 -1.18 0.49
O -4.98 -0.39 -1.72
N -1.62 1.14 -0.31
N 3.06 -1.02 0.74
N 3.20 0.99 -0.58
N -2.75 0.40 -0.34
C 0.09 0.74 -3.15
C 2.14 2.09 -2.54
C 4.23 -1.14 3.83
C 5.61 4.14 0.12
C -6.03 -2.31 -0.86
C 2.46 -2.53 2.61
C 1.87 -0.26 3.62
C 1.87 3.28 -3.25
C -6.02 -3.47 -0.09
C -4.85 -3.84 0.56
C 4.40 -0.68 0.47
C 3.46 4.52 1.38
C 1.66 -4.78 2.11
C -3.68 -1.87 -0.30
C 1.08 -3.20 -1.94
C -0.65 3.27 -0.09
C -3.00 7.49 -0.52
C -2.01 6.62 -0.05
C 3.41 3.43 -0.90
C 1.62 0.78 -3.12
C 2.28 -3.31 0.27
C -2.41 -1.02 -0.48
C 2.75 -1.51 3.73
C -1.83 2.42 -0.27
C 3.11 4.58 -1.65
C -3.35 6.05 -2.43
C 4.49 0.49 -0.27
C -3.67 7.20 -1.70
C 2.61 -2.28 1.21
C 1.98 -3.78 3.03
C -2.35 5.19 -1.96
C -3.69 -3.06 0.45
C 4.20 3.61 0.40
C 2.20 0.53 -4.53
C 3.43 -4.14 -1.82
C -1.68 5.46 -0.76
C 2.44 -3.12 -1.24
C -4.88 -1.53 -0.96
C -0.60 4.60 -0.27
C 2.92 2.16 -1.34
C 2.35 4.50 -2.81
C 1.81 -4.55 0.75
B 2.23 0.00 0.00
H 4.85 -2.06 3.94
H 2.13 5.40 -3.37
H 3.56 -3.96 -2.91
H 4.42 -4.04 -1.33
H 5.42 0.94 -0.59
H 2.10 0.34 2.72
H -0.32 1.55 -3.79
H -3.25 8.38 0.05
H 0.40 -2.42 -1.54
H -1.49 6.86 0.88
H -2.10 4.31 -2.55
H -2.11 -1.18 -1.53
H 0.54 -1.67 0.00
H 1.86 -0.45 -4.91
H 2.45 4.10 1.61
H 1.85 -4.01 4.08
H 3.31 0.52 -4.48
H -6.94 -2.00 -1.38
H 0.80 -0.55 3.60
H 3.33 5.55 0.97
H -4.45 7.87 -2.07
H 6.15 3.44 -0.55
H -0.30 0.87 -2.12
H -3.87 5.83 -3.36
H 4.39 -0.50 4.73
H 4.58 -0.56 2.96
H 5.58 5.14 -0.36
H 5.25 -1.27 0.79
H -2.78 -3.37 0.96
H -4.82 -4.75 1.17
H 0.61 -4.20 -1.80
H -4.14 0.09 -1.54
H 1.30 -5.73 2.46
H 1.88 1.31 -5.25
H 1.96 -0.09 -2.53
H 4.31 2.65 0.93
H 1.21 -3.02 -3.03
H 4.02 4.60 2.34
H -0.26 -0.23 -3.54
H -3.11 0.39 0.62
H 2.04 0.40 4.50
H 2.49 -1.97 4.70
H 1.29 3.26 -4.16
H 6.18 4.22 1.07
H 3.47 5.56 -1.34
H 1.55 -5.34 0.07
H 3.07 -5.18 -1.69
H -6.91 -4.07 0.00
H 2.87 -2.13 -1.47
H 0.33 5.12 -0.06
H -2.82 2.89 -0.33
*
```

***

Record 4
Computed, not measured: a structure of composition C42H51ClN4O11P3SSc, with ωB97M-V with the def2-TZVPD basis set.

As for the total energy: -144805.3180 eV. The HOMO-LUMO gap comes out at 6.06 eV. As for the HOMO energy: -0.086 hartree. For the molar mass, the calculation gives 993.28 g mol⁻¹.

The geometry in ORCA input format:
```
! RIJCOSX wB97M-V def2-TZVPD def2/J DEFGRID3
* xyz -2 1
Sc 0.14 -0.23 -0.57
Cl 5.21 -2.80 4.40
S -3.01 0.13 2.68
P 2.59 0.10 -2.52
P 0.07 2.70 -0.09
P -0.03 -0.44 -3.38
O -0.04 -1.41 -2.23
O 1.57 -1.83 -0.03
O -1.75 0.17 -0.83
O 0.31 -0.07 1.52
O 1.81 0.56 -1.29
O -6.39 -1.67 5.43
O -0.43 -1.26 -4.72
O -0.83 0.80 -3.30
O 1.52 -0.09 -3.74
O 3.70 0.93 -3.00
O 3.08 -1.41 -2.26
N -3.47 2.63 3.83
N -1.37 -2.12 0.44
N -6.56 -3.68 0.28
N -5.99 -3.28 -0.76
C -6.56 -3.60 3.93
C 2.99 -1.72 3.31
C 0.68 3.43 -2.70
C -4.83 -2.56 -0.80
C -1.24 -3.15 1.24
C -2.65 -0.71 -0.95
C 2.12 -1.43 2.24
C -6.15 -1.38 3.11
C 4.45 -2.92 1.81
C 3.61 -2.69 0.76
C -2.66 2.87 -0.78
C -2.55 -1.92 -0.16
C 2.39 -1.96 0.93
C -2.18 5.47 -1.44
C -3.78 -0.60 -1.79
C 2.53 3.76 -1.08
C -3.64 5.04 -1.64
C -6.55 -4.07 2.63
C -6.09 -1.85 1.83
C -6.36 -2.25 4.18
C -6.32 -3.21 1.56
C 1.00 -0.57 2.42
C 0.71 4.61 2.03
C 2.30 2.49 3.48
C 1.62 3.69 4.17
C 2.13 2.56 1.95
C 1.15 4.53 -3.66
C -3.66 -2.79 -0.01
C 4.12 -2.46 3.09
C -1.71 5.08 -0.05
C 1.01 3.83 -1.26
C -4.79 -1.54 -1.76
C -1.61 3.55 0.11
C -6.15 -2.48 6.55
C 2.47 5.14 -3.19
C 0.74 3.13 1.63
C -3.28 1.58 3.35
C -3.47 -3.92 0.81
C 1.61 4.89 3.24
C -3.91 3.74 -0.88
C -2.27 -4.08 1.46
C 3.27 4.13 -2.37
H -1.55 4.99 -2.18
H 3.86 -3.01 -0.23
H 0.76 -0.31 3.47
H -5.96 -1.80 7.37
H -0.31 4.89 2.28
H 1.20 2.49 -2.92
H 2.15 3.93 5.10
H 1.24 5.78 3.77
H -0.93 -0.65 -5.26
H 1.27 4.10 -4.66
H -3.83 4.90 -2.71
H 4.25 4.55 -2.12
H 1.04 5.24 1.20
H 5.38 -3.46 1.66
H -2.09 6.56 -1.58
H 1.85 1.57 3.85
H -6.75 -4.30 4.74
H -2.10 -4.92 2.12
H -7.02 -3.10 6.79
H -4.31 5.82 -1.28
H 2.63 5.11 2.92
H -5.98 -0.33 3.32
H -0.38 3.23 -2.84
H 0.39 5.32 -3.73
H 0.67 4.86 -1.10
H 2.42 -1.84 -1.68
H -6.71 -5.12 2.43
H -3.83 0.24 -2.47
H 2.83 4.43 -0.27
H -0.28 -3.27 1.74
H -1.87 3.31 1.15
H 3.36 2.47 3.72
H 3.44 3.23 -2.96
H -5.65 -1.44 -2.41
H -5.28 -3.13 6.41
H 3.06 5.48 -4.05
H -2.43 5.45 0.68
H -4.26 3.96 0.13
H 2.25 1.57 1.51
H -2.92 1.92 -0.32
H 2.77 -1.34 4.30
H -5.90 -1.17 1.02
H 0.59 3.44 4.43
H 0.03 2.58 2.25
H 2.90 3.20 1.53
H -0.76 5.58 0.16
H -4.25 -4.65 0.91
H -2.25 2.65 -1.77
H -4.71 3.19 -1.38
H 2.80 2.73 -0.82
H 2.28 6.02 -2.57
*
```